# 1
{
  "formula": "C21H72N12O15",
  "method": "wB97M-V/def2-TZVPD",
  "symbols": ["O", "C", "C", "H", "H", "H", "H", "N", "H", "H", "C", "N", "H", "H", "C", "H", "H", "O", "C", "H", "H", "H", "N", "H", "H", "H", "C", "C", "H", "H", "H", "H", "O", "C", "O", "H", "H", "H", "H", "N", "H", "C", "H", "H", "H", "N", "C", "H", "H", "O", "O", "O", "C", "H", "H", "H", "C", "H", "N", "H", "H", "H", "N", "H", "H", "H", "H", "N", "H", "H", "H", "C", "H", "H", "H", "O", "H", "H", "C", "N", "C", "H", "N", "O", "O", "H", "H", "H", "H", "H", "C", "H", "C", "O", "H", "H", "H", "H", "H", "H", "H", "H", "H", "C", "C", "C", "H", "H", "H", "H", "O", "N", "H", "H", "O", "C", "N", "H", "O", "O"],
  "positions_angstrom": [[-0.3069, -3.5303, -1.7962], [2.9949, -3.0070, 2.2114], [1.7302, -0.7984, -3.6699], [3.9211, 2.0880, -2.2976], [-2.8480, -1.3048, 4.9182], [4.7055, -0.1375, -2.9957], [-2.1650, -0.3335, 6.0644], [3.8091, 1.5720, -1.3815], [2.9158, -4.1852, -0.8819], [-1.4883, -2.1576, -2.1624], [0.6558, -0.0277, 1.1769], [2.4042, 3.3758, 0.0168], [-2.5155, 2.7191, 0.3892], [-3.7938, -2.8422, -4.8188], [1.0345, -4.0622, -2.0055], [-3.0462, 0.3012, -3.6973], [3.4147, -2.5802, 1.3020], [-0.0718, -0.1520, -5.1389], [3.5376, -4.2829, 2.5664], [1.1615, 1.3550, -2.4731], [-2.1086, -3.1956, -4.4122], [-4.1929, -0.0381, -0.2435], [4.6593, -0.3629, -2.0021], [-0.6602, 3.9633, -1.0559], [3.7077, 3.4820, 2.9530], [-1.7617, 0.4264, -0.3939], [-3.2765, -2.2388, -2.8588], [-3.1547, -0.4676, 1.3311], [-2.0403, -2.1920, 1.2539], [-0.3546, 0.0262, -3.2140], [0.8844, -4.9969, -2.4493], [-1.9739, -1.1249, 2.7107], [3.4343, -0.2792, 0.0157], [1.8559, -3.9430, -0.7000], [1.0816, 1.6273, 4.5224], [-0.3507, -1.6020, -3.7762], [-3.6674, -3.1659, -2.4094], [-2.6078, -1.4867, -4.8400], [0.8813, -0.1515, -0.9787], [3.5636, 3.4568, 1.9295], [3.0316, -4.6191, 3.4445], [2.1812, 0.8612, 4.9107], [-2.5793, 1.8524, 2.2612], [-1.5007, 4.7355, 0.1638], [-3.6507, 1.9170, -3.3873], [-1.9972, 4.7538, -0.7651], [-2.7602, 1.3439, -3.6380], [-0.8586, 5.3899, 1.8598], [2.7665, 1.3800, 5.6908], [-2.9494, 4.4013, 2.5957], [-3.7106, 0.4488, 2.1971], [-1.1294, -3.6389, 0.7132], [2.4203, 3.2763, 1.3017], [-0.4685, -3.6420, -0.8830], [-0.4328, -1.1970, -0.4140], [-2.4703, -4.3110, -0.6836], [-2.9290, -2.4619, -4.3463], [4.4226, 3.4506, 1.3961], [-3.1099, 2.8946, -0.4426], [1.2435, 2.0704, 3.7047], [1.3464, -0.8454, 1.3667], [1.5062, -4.4634, 0.1913], [-1.8047, 2.4675, 1.9628], [4.9710, -1.2895, -1.5608], [0.9338, 2.4297, -3.8781], [1.2826, 0.8284, 1.2005], [3.1509, 2.0548, -0.6976], [-2.3535, -1.3390, 1.7806], [1.8506, -2.9042, -0.2636], [-3.8371, 2.1891, -0.6794], [-0.9526, 2.0319, 1.5695], [0.4111, 3.3051, -2.4312], [-0.7889, 0.6275, 4.5547], [4.5984, -4.2177, 2.7347], [1.9533, -3.1974, 2.0724], [1.3000, 2.9375, 2.0729], [3.4442, -5.0106, 1.7684], [-0.8309, 0.4362, -5.0431], [0.1068, -0.2664, -0.2687], [-3.3706, -0.5273, 0.0704], [-2.3336, -4.3228, 0.3930], [1.5486, -3.4499, -2.7307], [-0.8564, 4.3955, 1.6658], [-2.2277, 1.7753, -4.8494], [0.1207, 4.4471, -3.1903], [-0.0657, 0.0514, 1.9462], [2.8512, 0.7645, 3.9791], [1.1261, -1.0256, 4.5574], [-3.0894, -3.6909, 0.8110], [3.3076, -1.3205, 3.2108], [-2.9807, 3.9871, -1.1988], [-2.3598, -5.3331, 0.7942], [3.9109, 0.2691, -1.1288], [-1.4177, 0.0062, 4.1763], [-2.9808, -1.1833, -0.6652], [-4.2441, -1.6965, -2.8002], [0.9316, -0.4287, 6.1999], [1.4621, 3.3338, -0.4694], [-1.1747, -1.5291, 5.4693], [0.0505, 3.8441, 1.6000], [-0.8898, -3.7921, 1.6512], [-1.9792, 5.7051, -1.2227], [-1.9410, 1.4866, -2.9001], [0.2015, -0.6549, -3.8467], [-1.8890, 3.7938, 2.0623], [-1.9154, -0.8448, 5.2002], [-2.2035, 2.7081, -4.7601], [2.4209, -0.9929, 5.6491], [2.1586, -1.3027, -4.4747], [3.0886, 3.8311, -0.6514], [3.1729, -2.2321, 3.4122], [0.1387, 3.2296, -1.1865], [2.2350, 0.1123, -3.6727], [1.9716, -1.3295, -2.7463], [-2.3072, -1.6778, -2.0549], [1.5742, -0.4380, 5.2961], [1.0518, 2.2919, -2.8811], [-0.0987, 2.3158, -0.8132], [-0.8463, 0.7242, -0.5034], [-3.9271, 4.2732, -2.2387]],
  "forces_ev_per_a": [[1.1, 0.1, -2.2], [-0.3, 1.6, 0.6], [-2.2, -0.7, 1.6], [0.0, -1.5, 1.5], [-0.1, -0.4, -0.7], [0.2, -0.3, 0.8], [-0.4, 1.5, 1.8], [-2.2, 2.9, 0.5], [-0.4, -0.1, 0.1], [0.9, -0.6, 0.0], [0.9, -1.8, -2.0], [-0.2, 1.3, -3.6], [-0.8, 0.0, -0.9], [-0.9, -0.4, -0.7], [-0.4, 2.1, 1.6], [0.2, -0.2, -0.1], [0.1, 0.4, 0.2], [0.4, 0.1, -0.6], [1.5, -2.2, -0.5], [-0.5, 1.0, -0.2], [-0.3, 0.3, -0.2], [-0.1, 0.2, 0.0], [1.6, -4.3, 0.3], [1.2, -1.1, 0.3], [-0.8, -0.2, -1.2], [0.1, -0.1, 0.0], [-2.5, -1.1, -1.1], [-3.6, 5.2, 5.9], [-0.2, 1.9, 0.7], [0.6, 0.0, 1.2], [0.3, -1.8, -0.2], [-0.1, -0.2, -0.5], [2.3, 2.3, -5.1], [0.3, 0.8, 0.2], [-1.1, 0.8, 0.9], [0.7, -0.2, 0.3], [0.6, -0.5, -0.2], [-0.4, -1.3, 0.5], [1.0, -0.2, -0.8], [2.2, 0.3, 1.6], [-0.1, -0.5, 0.7], [-0.1, 0.3, -1.9], [0.2, 0.1, 0.0], [-1.3, -0.3, -0.7], [0.0, 0.2, 0.3], [1.3, 4.9, -1.4], [0.3, 0.0, 1.3], [0.3, -0.2, 0.2], [-0.2, -0.5, 0.0], [4.2, -2.2, -2.6], [2.0, -3.5, -4.2], [1.1, -0.4, 0.8], [-4.0, -1.4, 5.5], [-0.3, -0.1, 1.8], [0.6, -0.6, 0.2], [0.3, -0.2, -0.1], [1.7, 1.4, 1.1], [-0.2, 0.1, 0.0], [-1.0, -1.9, -0.8], [0.1, 0.9, -1.2], [0.0, -0.3, 0.4], [-0.2, -0.8, -0.5], [0.3, -1.9, -0.2], [-0.6, 1.7, -1.9], [0.9, -1.3, -0.6], [0.3, 0.9, -0.2], [1.1, -1.1, -1.5], [3.5, -3.9, 2.4], [0.0, -0.5, -1.2], [0.9, 1.3, 0.3], [-0.8, 0.4, 0.7], [-1.7, 7.1, -4.5], [0.4, 0.2, -0.1], [0.5, 0.0, 0.4], [-1.2, 0.5, -0.4], [4.7, 1.5, -3.8], [-0.4, -0.3, -0.2], [-0.1, 0.4, -0.5], [-1.1, 0.2, 2.7], [-2.1, 0.5, -5.2], [-0.3, 0.2, 0.2], [-0.1, 0.3, -0.4], [5.4, 3.6, -1.9], [0.1, -1.1, -1.3], [1.6, -5.9, 3.5], [-1.0, -0.1, 0.6], [-0.5, -0.2, 1.3], [-0.7, -0.4, -1.5], [-1.2, -0.2, 0.3], [0.0, 1.0, -0.4], [-6.6, -0.3, -3.7], [-0.1, 0.0, -0.1], [-1.7, -0.9, 4.8], [-0.6, -0.4, -0.1], [-0.1, 0.6, 1.3], [0.8, 0.7, 0.0], [0.1, 0.6, -0.6], [0.1, 0.1, 0.5], [1.1, -1.6, 0.4], [-0.8, 0.8, 0.5], [-0.1, 0.0, -0.8], [0.0, -1.6, 0.6], [-0.9, -0.3, 0.3], [-0.2, -0.2, -0.9], [-8.3, -0.2, 5.6], [-0.2, 0.6, -1.4], [0.3, 1.6, -0.3], [0.5, -1.0, 0.2], [0.4, -1.3, -1.5], [-0.7, -0.4, 2.2], [-0.1, -0.5, -0.4], [-3.4, 2.2, 4.3], [0.6, 1.9, 0.2], [0.0, 0.0, 0.0], [0.0, 1.0, 0.1], [1.7, -0.6, 2.9], [1.8, -2.3, -4.0], [-0.4, -0.4, -0.1], [-0.6, 1.7, -0.9], [5.6, -1.3, 5.1]],
  "charge": 0,
  "e_lumo_ev": -0.2
}


# 2
{
  "formula": "C33H52N3NiO2P2",
  "method": "wB97M-V/def2-TZVPD",
  "symbols": ["C", "H", "H", "H", "H", "C", "H", "H", "H", "C", "H", "H", "H", "H", "C", "C", "P", "H", "Ni", "C", "H", "H", "C", "C", "H", "C", "H", "H", "C", "H", "C", "C", "C", "C", "H", "C", "H", "C", "H", "H", "C", "C", "H", "C", "H", "C", "O", "H", "H", "H", "H", "H", "C", "C", "H", "N", "H", "H", "H", "C", "C", "H", "C", "H", "H", "H", "H", "H", "C", "H", "H", "H", "H", "C", "P", "C", "H", "C", "H", "N", "O", "H", "H", "H", "C", "N", "H", "H", "H", "C", "C", "C", "H"],
  "positions_angstrom": [[0.2971, 4.2277, -3.4736], [-2.4229, 2.4204, -2.1595], [2.8725, -1.1345, -3.2624], [-4.8157, 1.0663, -1.8966], [-5.4440, 0.9718, -0.2192], [1.0588, 3.1391, -5.9541], [-3.1110, 3.5488, -0.9775], [1.8931, 0.3300, -3.0298], [4.3091, -0.2548, 2.7390], [0.4941, 2.8378, -3.6153], [3.5664, 0.4760, -3.5715], [-2.5160, -3.1497, -1.1041], [-0.8458, 1.9897, 4.8268], [-0.6946, -4.4156, -4.5265], [3.4119, 1.4909, -1.0364], [0.5190, -3.6809, -2.9071], [2.1831, -0.9322, -0.3212], [1.0583, 4.3307, 3.4435], [-0.0809, -0.2601, -0.4050], [1.8804, -2.4743, -1.1548], [3.1258, 0.7371, 1.8615], [0.5966, 3.5790, 4.9960], [0.4340, 2.2929, 3.2523], [-1.4643, -2.5763, -3.7034], [1.5705, -1.0640, 2.6481], [-3.6010, -1.5581, -0.0444], [-2.3158, -2.4858, -4.3711], [-5.4943, -0.8676, -0.9461], [3.2096, -1.3493, 1.2329], [4.8597, -1.5963, -1.7720], [4.2377, -2.4653, 0.9915], [-4.0534, -1.3234, 1.4051], [0.4808, 5.0626, -4.5741], [0.3256, 1.9925, -2.5049], [5.0214, -2.2041, 0.2764], [1.0821, 3.4069, 4.0314], [3.9379, 1.6418, -0.0885], [-4.8506, -1.7523, -0.9205], [1.2539, -4.4799, -2.9276], [-1.9944, 0.4140, -2.9114], [-4.7454, 1.4915, -0.8859], [4.8300, -0.5382, -1.4824], [0.3234, 6.1390, -4.4638], [2.2699, -1.8433, 2.3372], [1.0138, 5.1737, -6.6620], [-2.7776, -2.8547, -0.0802], [0.7984, 1.9254, 2.1263], [-0.8813, 0.7628, 3.6029], [4.7390, -2.6719, 1.9503], [-1.5503, 2.7860, -0.6481], [-5.4423, -2.5641, -0.4683], [2.8812, -2.1122, 3.2137], [-3.2572, 1.8506, 1.1447], [3.8757, -0.0598, 1.7464], [5.3945, 0.0208, -2.2463], [-0.6307, 1.7086, 3.8802], [-4.6129, -2.0474, -1.9500], [3.9369, 2.0797, -1.8031], [-2.2260, 1.8626, 1.5249], [2.8904, -0.0947, -2.9153], [0.7289, -2.6374, -1.9669], [-3.2034, -1.2129, 2.0900], [-3.3050, 1.5067, -0.3557], [-3.3067, -0.7723, -2.8478], [2.1255, 3.1398, 4.2257], [-5.0927, 2.5331, -0.9546], [-1.8584, -2.7518, 0.5112], [4.6915, 0.2870, 1.1030], [0.8540, 2.2910, -4.8685], [0.9622, 1.2084, -4.9698], [2.6289, -3.2673, -1.1639], [1.3675, 2.7135, -6.9130], [2.4019, 1.8944, -0.9307], [-0.5535, -3.6343, -3.7809], [-2.4467, -0.1564, -0.6068], [-2.5383, 2.6149, -1.0870], [1.7039, -2.7308, 2.0335], [-1.3110, -1.6371, -2.6833], [-3.3834, -3.6596, 0.3633], [0.2026, 1.3262, -1.5400], [-0.8052, -0.8174, 2.3944], [-4.6205, -2.2126, 1.7216], [-4.7257, -0.4617, 1.5034], [-3.8478, 1.1745, 1.7724], [-2.3285, -0.5167, -2.4261], [-0.2525, -1.6690, -1.8615], [0.0007, 4.6241, -2.4991], [5.3665, -0.3990, -0.5386], [3.7546, -3.3910, 0.6581], [0.8652, 4.5173, -5.8054], [3.3963, 0.0138, -1.4730], [-0.5698, -0.6527, 1.2575], [-3.6690, 2.8629, 1.2714]],
  "forces_ev_per_a": [[0.1, -0.2, 0.0], [-0.1, 0.1, 0.1], [0.0, 0.2, 0.0], [0.0, 0.1, 0.3], [0.2, 0.1, -0.2], [-0.1, 0.0, 0.2], [0.1, -0.2, 0.0], [0.1, -0.2, 0.0], [-0.1, 0.0, -0.2], [0.1, 0.9, -1.4], [-0.1, -0.2, 0.2], [0.0, 0.0, 0.3], [0.1, -0.2, -0.2], [0.1, 0.2, 0.2], [0.1, 0.1, -0.1], [0.5, 0.1, 0.4], [0.8, 0.9, 0.4], [0.1, -0.2, 0.1], [-0.4, -0.3, 0.4], [0.3, -0.8, -0.5], [0.2, -0.1, 0.0], [0.0, 0.0, -0.2], [-0.1, -0.6, -1.0], [0.0, -0.1, 0.2], [0.1, -0.1, -0.1], [0.0, 0.3, 0.0], [0.2, -0.2, 0.0], [0.2, -0.3, 0.0], [-0.1, -0.2, -0.3], [0.0, 0.2, 0.1], [0.3, 0.1, 0.1], [-0.2, -0.2, 0.1], [0.0, -0.2, 0.0], [-0.5, -2.2, 3.6], [-0.3, -0.1, 0.2], [0.2, 0.3, 0.0], [-0.2, 0.0, -0.3], [-0.2, 0.0, 0.1], [-0.2, 0.0, -0.2], [0.0, -0.3, 0.1], [-0.2, 0.4, 0.1], [0.2, 0.2, -0.3], [0.1, -0.4, -0.1], [-0.1, 0.1, 0.1], [0.0, -0.1, 0.2], [0.0, -0.1, 0.1], [-0.2, 0.5, 1.4], [0.0, 0.5, 0.0], [-0.1, 0.0, -0.2], [-0.2, -0.1, -0.1], [0.2, 0.1, -0.2], [-0.2, 0.0, -0.2], [-0.1, 0.1, 0.1], [0.0, 0.0, 0.1], [-0.1, -0.1, 0.2], [0.2, -0.2, 0.2], [0.0, 0.0, 0.2], [-0.1, -0.1, 0.1], [-0.2, 0.0, -0.1], [-0.1, 0.1, -0.1], [-1.2, 0.5, -0.4], [-0.3, 0.1, -0.1], [-0.2, -0.4, -0.2], [0.3, 0.0, -0.1], [-0.1, 0.1, -0.1], [0.0, -0.2, 0.0], [-0.2, -0.2, -0.2], [-0.3, -0.1, 0.3], [-0.1, 0.2, 0.3], [0.0, 0.4, 0.0], [-0.2, 0.0, -0.1], [-0.2, 0.2, 0.3], [0.2, -0.1, 0.1], [-0.1, 0.2, 0.0], [-0.8, 0.1, -0.6], [0.1, 0.2, 0.0], [0.0, 0.1, 0.0], [0.4, 0.4, 0.5], [0.2, 0.2, -0.1], [0.3, 2.2, -3.2], [-0.1, 0.1, -2.9], [0.1, 0.2, 0.0], [0.2, -0.3, -0.1], [0.2, 0.3, -0.2], [-0.1, 0.0, -0.3], [0.3, -0.2, -0.6], [0.1, -0.1, -0.4], [-0.2, -0.1, -0.3], [0.1, 0.1, 0.2], [0.0, -0.1, 0.1], [0.2, -0.2, 0.1], [0.8, -0.2, 4.1], [0.1, -0.2, 0.0]],
  "charge": 1,
  "e_lumo_ev": [-2.4, -4.1],
  "spin_multiplicity": 3
}


| no. | maximum force (eV/A) | E (eV) |
| --- | --- | --- |
| 1 | 10.03 | -71534.120 |
| 2 | 4.24 | -103246.427 |